Here is C24H34Cl4N6O11P2PbS2 as an isolated structure from OMol25. Energies are from the ωB97M-V functional and the def2-TZVPD basis.

Calculated values
- E_HOMO: -0.3258 hartree
- Frontier orbital gap: 0.266 hartree
- LUMO energy: -1.640 eV

Each line ends with the Löwdin charge.
CARTESIAN COORDINATES (ANGSTROEM)
Pb (-0.458, 1.111, 0.976)  1.581
C (5.237, -1.612, 3.028)  -0.104
N (4.110, -0.736, 3.298)  -0.296
C (4.288, 0.135, 4.453)  -0.097
P (3.090, -0.259, 2.091)  0.463
O (1.982, 0.557, 2.621)  -0.338
O (2.705, -1.701, 1.482)  -0.265
P (1.466, -1.959, 0.450)  0.502
O (0.851, -0.635, 0.184)  -0.431
N (0.636, -3.109, 1.230)  -0.269
C (0.098, -2.830, 2.561)  -0.062
C (0.093, -4.300, 0.581)  -0.078
N (2.144, -2.572, -0.897)  -0.286
C (3.038, -3.716, -0.830)  -0.100
C (1.571, -2.293, -2.216)  -0.079
N (3.834, 0.482, 0.817)  -0.287
C (3.969, 1.934, 0.829)  -0.093
C (4.797, -0.194, -0.036)  -0.100
H (5.441, -2.219, 3.912)  0.088
H (6.147, -1.052, 2.783)  0.085
H (5.008, -2.287, 2.206)  0.069
H (4.464, -0.478, 5.339)  0.085
H (3.389, 0.724, 4.608)  0.075
H (5.143, 0.809, 4.328)  0.085
H (0.504, -1.896, 2.950)  0.077
H (0.374, -3.634, 3.247)  0.092
H (-0.989, -2.745, 2.513)  0.082
H (0.355, -4.310, -0.474)  0.070
H (-0.993, -4.295, 0.647)  0.068
H (0.495, -5.195, 1.064)  0.091
H (3.389, -3.867, 0.191)  0.081
H (3.904, -3.545, -1.474)  0.087
H (2.540, -4.632, -1.162)  0.084
H (0.843, -1.489, -2.152)  0.062
H (1.060, -3.179, -2.602)  0.091
H (2.373, -2.017, -2.906)  0.088
H (3.188, 2.372, 1.445)  0.078
H (3.855, 2.310, -0.190)  0.076
H (4.948, 2.245, 1.210)  0.086
H (4.600, -1.263, -0.067)  0.064
H (5.829, -0.032, 0.297)  0.085
H (4.706, 0.195, -1.053)  0.085
O (-3.075, 2.414, -2.669)  -0.314
S (-2.487, 1.317, -1.930)  0.490
O (-1.325, 0.693, -2.505)  -0.277
O (-2.225, 1.762, -0.521)  -0.498
C (-3.782, 0.072, -1.807)  -0.212
C (-4.919, 0.361, -2.552)  -0.083
C (-5.997, -0.513, -2.594)  -0.088
C (-5.948, -1.690, -1.874)  -0.067
C (-4.818, -1.990, -1.128)  -0.070
C (-3.727, -1.132, -1.088)  -0.224
S (-2.332, -1.764, -0.149)  0.482
O (-2.838, -2.910, 0.575)  -0.320
O (-1.966, -0.681, 0.811)  -0.499
O (-1.290, -2.055, -1.106)  -0.304
H (-4.949, 1.290, -3.102)  0.106
H (-6.868, -0.259, -3.184)  0.107
H (-6.782, -2.380, -1.883)  0.108
H (-4.764, -2.905, -0.558)  0.107
Cl (-5.928, 4.697, -1.563)  0.740
C (-5.055, 3.851, -0.366)  -0.677
C (-5.614, 2.567, 0.114)  -0.669
Cl (-7.142, 2.093, -0.489)  0.747
C (-4.975, 1.803, 1.015)  -0.619
Cl (-5.581, 0.321, 1.588)  0.818
C (-3.699, 2.260, 1.604)  -0.366
O (-3.116, 1.663, 2.468)  0.080
C (-3.121, 3.603, 1.107)  -0.365
O (-2.057, 3.967, 1.537)  0.075
C (-3.909, 4.357, 0.119)  -0.621
Cl (-3.281, 5.869, -0.370)  0.772
C (-0.395, 4.180, -1.393)  -0.014
C (0.527, 3.076, -1.759)  -0.393
N (0.925, 2.076, -0.999)  0.013
C (1.783, 1.317, -1.768)  -0.165
C (1.904, 1.868, -3.000)  -0.068
N (1.103, 2.990, -2.976)  0.118
H (-1.330, 4.101, -1.948)  0.064
H (0.064, 5.148, -1.606)  0.091
H (-0.616, 4.146, -0.330)  0.055
H (2.232, 0.424, -1.379)  0.074
H (2.451, 1.568, -3.874)  0.110
H (0.901, 3.599, -3.750)  0.163

Forces on atoms 1 to 3 (eV/Å):
0.067 0.007 -0.004
-0.003 0.001 0.004
0.026 0.010 0.003

=====

Here is one molecule with the formula C4H8O2 from OMol25. Energies are from the ωB97M-V functional and the def2-TZVPD basis.

Calculated values
- E_HOMO: -0.3753 hartree
- Frontier orbital gap: 0.407 hartree
- Structure (SMILES): CC(=O)[C@@H](C)O
- LUMO energy: 0.859 eV

Each line ends with the Löwdin charge.
CARTESIAN COORDINATES (ANGSTROEM)
C (0.566, 0.141, 1.706)  -0.006
C (0.915, -0.093, 0.256)  -0.391
O (2.041, 0.086, -0.167)  0.085
C (-0.174, -0.553, -0.705)  -0.401
C (-1.305, 0.472, -0.768)  -0.034
O (0.367, -0.750, -1.979)  -0.021
H (0.490, 1.220, 1.885)  0.098
H (1.376, -0.242, 2.330)  0.090
H (-0.381, -0.322, 1.996)  0.082
H (-0.564, -1.506, -0.305)  0.156
H (-1.823, 0.573, 0.192)  0.078
H (-2.026, 0.158, -1.527)  0.085
H (-0.906, 1.448, -1.065)  0.094
H (1.310, -0.524, -1.896)  0.086

Forces on atoms 1 to 3 (eV/Å):
-0.021 -0.019 0.043
0.320 0.054 -0.084
-0.437 -0.076 0.182

=====

Here is C16H20NO8P3PtS3Sb as an isolated structure from OMol25. Energies are from the ωB97M-V functional and the def2-TZVPD basis.

Calculated values
- <S²>: 8.779
- E_HOMO (alpha / beta): -0.2822 / -0.3213 hartree
- Spin multiplicity: 6
- Frontier orbital gap (alpha / beta): 0.282 / 0.222 hartree
- LUMO energy (alpha / beta): -0.017 / -2.708 eV

Each line ends with the Löwdin charge.
CARTESIAN COORDINATES (ANGSTROEM)
Pt (-0.001, 1.099, -1.116)  0.785
O (2.506, -1.252, -3.440)  0.079
C (2.070, -0.731, -2.443)  -0.683
O (1.647, 0.513, -2.399)  -0.231
C (2.017, -1.492, -1.121)  -0.210
P (1.475, -0.373, 0.208)  0.954
C (3.006, 0.375, 0.825)  -0.334
C (3.674, -0.094, 1.955)  -0.086
C (4.870, 0.485, 2.352)  -0.072
C (5.414, 1.529, 1.618)  -0.073
C (4.771, 1.979, 0.475)  -0.064
C (3.574, 1.406, 0.077)  -0.118
C (0.776, -1.407, 1.528)  -0.377
C (0.094, -2.579, 1.191)  -0.090
C (-0.516, -3.349, 2.172)  -0.075
C (-0.460, -2.959, 3.500)  -0.079
C (0.195, -1.785, 3.846)  -0.072
C (0.796, -1.011, 2.867)  -0.160
H (3.013, -1.881, -0.901)  0.111
H (1.344, -2.335, -1.246)  0.082
H (3.280, -0.924, 2.525)  0.098
H (5.377, 0.112, 3.231)  0.106
H (6.345, 1.983, 1.932)  0.106
H (5.199, 2.779, -0.113)  0.111
H (3.091, 1.741, -0.831)  0.045
H (0.001, -2.888, 0.162)  0.084
H (-1.035, -4.255, 1.890)  0.106
H (-0.929, -3.564, 4.265)  0.104
H (0.232, -1.464, 4.878)  0.108
H (1.270, -0.082, 3.152)  0.093
N (-3.341, -0.028, -0.282)  0.148
C (-3.415, 0.324, -1.765)  -0.485
C (-4.744, -0.146, -2.337)  -0.079
P (-3.256, 2.170, -1.846)  0.312
O (-4.374, 2.538, -0.719)  -0.151
O (-3.649, 2.692, -3.161)  -0.260
O (-1.924, 2.446, -1.161)  -0.638
P (-1.913, -0.469, -2.528)  0.303
O (-2.477, -1.497, -3.605)  -0.101
O (-1.262, -1.188, -1.366)  -0.358
O (-1.093, 0.607, -3.174)  -0.340
H (-4.267, -0.215, 0.097)  0.157
H (-2.887, 0.722, 0.272)  0.026
H (-2.705, -0.846, -0.192)  0.120
H (-5.575, 0.305, -1.789)  0.084
H (-4.832, -1.233, -2.312)  0.086
H (-4.811, 0.178, -3.373)  0.093
H (-5.025, 3.146, -1.085)  0.081
H (-2.079, -1.351, -4.472)  0.099
S (1.209, 3.813, 2.324)  -0.028
Sb (-0.720, 3.731, 0.886)  0.444
S (0.899, 3.302, -0.904)  0.203
S (-0.857, 1.426, 1.455)  0.036

Forces on atoms 1 to 3 (eV/Å):
-0.132 -0.053 0.329
0.121 -0.177 -0.024
-0.187 0.590 -0.145

=====

Here is C4H4S2 as an isolated structure from OMol25. Energies are from the ωB97M-V functional and the def2-TZVPD basis.

Calculated values
- E_HOMO: -0.3258 hartree
- Frontier orbital gap: 0.314 hartree
- LUMO energy: -0.330 eV

Each line ends with the Löwdin charge.
CARTESIAN COORDINATES (ANGSTROEM)
C (-1.364, 0.428, 0.092)  -0.158
C (-0.115, -0.330, -0.370)  -0.669
C (0.037, -1.391, -1.514)  -0.694
C (-0.804, 1.631, -0.102)  -0.391
S (0.782, 1.172, -0.806)  0.893
S (0.938, -2.685, -1.355)  0.711
H (-2.377, 0.071, 0.550)  0.140
H (0.210, -0.666, 0.532)  0.051
H (-0.469, -1.252, -2.488)  0.056
H (-1.065, 2.665, 0.068)  0.060

Forces on atoms 1 to 3 (eV/Å):
-0.926 0.055 -0.626
-1.470 -1.288 -2.717
-1.199 1.259 0.753

=====

Here is a 2-piece molecular cluster, C10H16 overall from OMol25. Energies are from the ωB97M-V functional and the def2-TZVPD basis.

Calculated values
- E_HOMO: -0.3244 hartree
- Frontier orbital gap: 0.359 hartree
- Structure (SMILES): Cc1ccccc1.CCC
- LUMO energy: 0.943 eV

Each line ends with the Löwdin charge.
CARTESIAN COORDINATES (ANGSTROEM)
C (-0.060, -0.070, 3.556)  -0.081
C (-0.459, 0.658, 2.281)  -0.259
C (-1.415, -0.051, 1.430)  -0.036
C (-1.651, 0.541, 0.224)  -0.112
C (-1.068, 1.772, -0.156)  -0.118
C (-0.329, 2.503, 0.699)  -0.079
C (-0.110, 1.990, 2.006)  -0.032
H (-0.837, -0.550, 4.059)  0.026
H (0.573, 0.620, 4.333)  0.126
H (0.557, -1.022, 3.183)  0.116
H (-1.837, -1.035, 1.690)  0.120
H (-2.194, 0.106, -0.512)  0.070
H (-1.151, 2.023, -1.167)  0.087
H (0.175, 3.375, 0.463)  0.082
H (0.364, 2.595, 2.694)  0.077
C (2.012, -1.610, -1.882)  -0.119
C (0.675, -0.752, -1.718)  -0.316
C (-0.117, -1.113, -2.959)  -0.179
H (2.684, -1.043, -2.546)  0.070
H (1.641, -2.580, -2.282)  0.071
H (2.483, -1.781, -0.900)  0.059
H (0.121, -1.280, -0.876)  0.095
H (0.651, 0.366, -1.513)  0.099
H (-0.798, -1.949, -2.789)  0.066
H (-0.481, -0.170, -3.555)  0.099
H (0.571, -1.541, -3.762)  0.069

Forces on atoms 1 to 3 (eV/Å):
3.957 0.396 -0.442
-2.053 -0.224 0.821
1.856 1.185 0.616

=====

The evaluated energy for the records listed, in turn: -152495.2879 -8372.6324 -104947.0422 -25880.4388 -10627.5187 eV.
The evaluated ΔE to the lowest compared entry with this formula, charge and spin for the records listed, in turn: 1.8 15.0 0.0 52.6 51.3 kcal/mol.